DFT (ωB97M-V/def2-TZVPD) results for a molecular structure, C18H48Hg2O22.

```
90
Properties=species:S:1:pos:R:3:forces:R:3:lowdin_charge:R:1
Hg 0.720 -3.347 1.526 0.01 -0.01 -0.01 0.160
Hg -2.816 2.322 3.764 0.00 0.01 0.00 0.176
C -2.737 -2.579 4.841 5.11 2.27 -0.57 -0.925
O -2.903 -2.181 3.700 -2.46 -0.40 -2.97 0.278
O -1.759 -3.308 5.022 -0.29 -2.89 0.77 0.256
O -2.877 -1.672 5.648 -2.35 1.03 2.76 0.294
C 0.908 1.513 0.586 -4.18 -2.85 -0.21 -0.929
O 0.057 2.391 0.512 0.02 3.03 -0.73 0.278
O 0.959 0.592 -0.221 1.99 -0.30 -2.01 0.250
O 1.044 1.165 1.751 2.17 0.12 2.96 0.307
C -8.278 2.783 3.017 0.00 -0.20 -0.25 -0.248
C -7.800 1.992 1.833 0.26 -1.00 0.57 -0.294
O -6.681 2.583 1.273 0.86 1.00 -1.10 -0.067
O -7.301 2.803 4.049 -0.17 -0.21 0.04 -0.070
H -9.201 2.309 3.350 -0.18 0.14 0.14 0.118
H -8.469 3.807 2.695 -0.21 0.11 -0.07 0.120
H -8.577 1.829 1.086 -0.45 0.24 0.05 0.118
H -7.402 1.016 2.112 -0.85 -0.50 0.76 0.121
H -6.401 1.925 0.633 0.57 0.36 -0.24 0.089
H -7.782 2.735 4.877 0.20 0.05 0.11 0.080
C -2.285 -0.801 -7.238 -0.66 -0.47 -0.37 -0.192
C -2.641 0.478 -6.417 -0.66 -1.02 -0.11 -0.221
O -2.989 0.218 -5.048 0.20 -0.10 -0.47 -0.076
O -3.469 -1.562 -7.707 0.47 1.42 1.13 -0.094
H -1.652 -1.452 -6.635 -0.04 -0.06 0.19 0.107
H -1.707 -0.531 -8.122 0.05 0.31 -0.03 0.104
H -3.516 0.943 -6.871 0.03 0.04 -0.11 0.115
H -1.823 1.199 -6.410 0.17 -0.15 -0.47 0.114
H -2.208 0.427 -4.530 -0.08 -0.13 0.18 0.074
H -3.244 -2.259 -8.327 0.51 0.15 0.08 0.068
C 6.646 -0.963 4.049 -1.45 -1.06 -0.35 -0.225
C 6.434 -2.453 4.290 -1.46 -0.64 -0.86 -0.230
O 5.029 -2.828 4.214 0.95 0.34 0.25 -0.088
O 5.772 -0.219 4.929 1.69 0.10 0.51 -0.073
H 6.400 -0.657 3.032 0.01 -0.35 -0.19 0.115
H 7.732 -0.908 4.124 -0.02 1.35 0.88 0.115
H 6.869 -2.792 5.230 -0.05 0.25 0.22 0.115
H 6.879 -3.064 3.504 0.32 0.24 -0.10 0.115
H 4.633 -2.503 5.026 -0.19 0.01 0.09 0.069
H 4.883 -0.159 4.570 0.20 -0.23 -0.45 0.081
C 0.306 8.494 -2.343 1.45 2.01 -1.18 -0.296
C 1.760 8.202 -1.977 -1.50 -1.71 0.77 -0.192
O 1.665 7.656 -0.631 1.04 0.93 0.34 -0.090
O -0.335 7.334 -2.709 -0.81 -1.24 0.14 -0.044
H 0.314 9.162 -3.204 -0.24 0.03 -0.24 0.116
H -0.242 9.005 -1.551 0.31 0.13 0.27 0.124
H 2.472 9.009 -2.150 -0.12 0.08 0.90 0.118
H 2.077 7.331 -2.552 0.13 0.37 -0.75 0.114
H 1.205 6.816 -0.694 0.20 -0.08 -0.08 0.065
H -0.515 6.910 -1.867 -0.46 -0.52 -0.17 0.084
C -2.286 7.168 5.557 0.12 -0.64 -0.26 -0.238
C -1.050 6.523 6.216 -1.43 0.05 -0.96 -0.241
O -1.339 5.159 6.524 -0.03 0.48 -0.15 -0.091
O -2.599 6.584 4.275 0.52 0.00 0.60 -0.097
H -2.042 8.218 5.397 -0.06 0.20 0.28 0.112
H -3.148 7.049 6.213 -0.06 0.16 0.16 0.115
H -0.864 7.127 7.104 0.32 -0.08 0.12 0.114
H -0.277 6.647 5.458 0.53 -0.30 0.26 0.115
H -0.664 4.782 7.093 0.15 0.15 -0.03 0.081
H -3.160 7.208 3.810 -0.06 -0.05 -0.03 0.076
C -4.588 -6.175 -1.292 1.13 1.28 -0.24 -0.211
C -3.505 -5.780 -2.354 -1.23 -0.88 -0.49 -0.263
O -2.691 -4.708 -1.990 0.52 0.29 0.75 -0.062
O -5.326 -5.003 -0.903 -0.03 -0.67 -0.41 -0.082
H -4.089 -6.514 -0.384 0.18 -0.48 -0.09 0.110
H -5.236 -6.962 -1.676 -0.16 0.27 0.01 0.114
H -3.963 -5.536 -3.312 -0.55 -0.03 0.00 0.114
H -2.900 -6.655 -2.594 0.34 -0.05 0.37 0.112
H -3.067 -3.890 -2.324 -0.09 -0.05 0.01 0.091
H -4.676 -4.510 -0.397 -0.10 0.35 0.09 0.071
C 2.875 -8.058 -0.024 -0.05 0.02 -0.75 -0.240
C 3.496 -7.125 -1.077 -1.24 0.18 -0.33 -0.252
O 3.604 -5.804 -0.609 0.75 0.52 1.11 -0.086
O 1.721 -7.470 0.590 0.91 -0.32 -0.14 -0.080
H 3.617 -8.440 0.677 0.17 0.67 0.52 0.111
H 2.572 -8.979 -0.521 -0.13 -0.07 -0.53 0.107
H 2.822 -6.971 -1.920 -0.31 -1.00 -0.28 0.114
H 4.420 -7.551 -1.471 0.20 -0.04 0.25 0.116
H 4.338 -5.351 -1.031 0.03 -0.09 -0.04 0.085
H 1.532 -8.068 1.316 -0.35 0.18 0.19 0.079
C 6.445 -0.901 -4.640 0.16 -1.58 -1.08 -0.216
C 7.594 -1.925 -4.700 0.07 0.13 0.82 -0.241
O 7.821 -2.401 -3.381 -0.17 -0.27 0.67 -0.082
O 5.186 -1.597 -4.740 0.29 0.19 0.44 -0.077
H 6.517 -0.338 -5.570 0.12 0.77 0.35 0.110
H 6.513 -0.360 -3.697 0.12 0.35 -0.33 0.122
H 8.536 -1.496 -5.041 -0.19 0.42 -0.39 0.113
H 7.346 -2.774 -5.337 -0.26 0.13 -0.26 0.116
H 8.751 -2.584 -3.229 -0.05 -0.02 -0.18 0.079
H 4.613 -1.251 -4.052 -0.10 -0.13 -0.02 0.077
```
Forces are in eV/Å.

Summary:
- Energy above the lowest of the compared OMol25 structures with the same formula, charge and spin: 14.438 eV
- LUMO energy: -4.87 eV
- Orbital gap: 3.70 eV
- Electronic energy: -72820.6052 eV